No. 1
The molecule C7H7NO4 at a distorted geometry, computed with the ωB97M-V functional and the def2-TZVPD basis.

Last column: natural (NBO) charge in e.
Element x y z (Å)
C -0.678 1.567 -0.962  0.56
C 0.009 0.455 -0.339  -0.03
C -0.731 -0.646 -0.169  -0.27
C -0.187 -1.783 0.428  0.33
C 1.118 -1.716 0.831  -0.32
C 1.911 -0.605 0.643  0.31
C 1.376 0.533 0.049  -0.28
H -2.133 3.322 -1.741  0.50
H -2.745 0.615 -0.773  0.42
H -1.850 -0.628 -0.361  0.19
H -0.618 -3.585 1.468  0.50
H 1.548 -2.579 1.492  0.22
H 3.558 0.364 1.230  0.49
H 1.949 1.455 -0.006  0.24
N -2.005 1.545 -1.084  -0.30
O -2.761 2.662 -1.380  -0.54
O 0.037 2.548 -1.269  -0.65
O -0.948 -2.941 0.657  -0.70
O 3.148 -0.584 1.284  -0.68

Values from the calculation:
HOMO in eV: -8.95
Relative energy (zero: lowest compared OMol25 entry of this formula, charge and spin) in kcal per mole: 48.3
Net charge: 0
Structure (SMILES): O=C(NO)c1cc(O)cc(O)c1

=====

No. 2
A structure of composition C12H46F4Hg2NO17PS2 at a distorted geometry, computed with the ωB97M-V functional and the def2-TZVPD basis.

Last column: Löwdin charge in e.
Element x y z (Å)
Hg 1.148 -2.413 3.218  1.44
Hg -3.823 0.362 -0.382  1.34
N -4.412 -0.305 1.627  -0.39
S -5.741 0.068 2.689  0.58
O -5.487 -0.074 4.094  -0.20
O -7.015 -0.110 2.086  -0.19
F -5.515 1.654 2.459  -0.20
S -4.590 -1.848 2.005  0.48
O -5.751 -2.553 1.550  -0.19
O -3.894 -2.278 3.188  -0.23
F -3.498 -2.231 0.859  -0.24
O -1.657 -0.246 0.069  -0.32
P -0.244 -0.676 0.241  0.35
O 0.330 -1.191 1.518  -0.35
F 0.709 0.525 -0.196  -0.10
F 0.095 -1.795 -0.834  -0.12
C 0.648 -5.098 -1.134  -0.13
O 0.084 -4.262 -0.115  -0.15
H 0.093 -4.901 -2.051  0.09
H 1.731 -5.051 -1.249  0.07
H 0.411 -6.115 -0.820  0.08
H 0.076 -3.350 -0.444  -0.01
C -2.410 1.207 4.104  -0.11
O -2.072 0.385 2.995  -0.18
H -3.408 1.001 4.495  0.07
H -1.693 1.009 4.901  0.09
H -2.424 2.280 3.890  0.09
H -2.841 0.261 2.405  0.01
O 2.894 -1.221 2.390  -0.11
H 3.644 -1.539 1.823  0.04
H 2.890 -0.253 2.283  0.04
O -0.532 3.111 0.659  -0.02
H -0.028 3.880 0.951  0.09
H 0.087 2.587 0.138  0.02
O -3.064 2.347 0.599  -0.12
H -3.571 2.989 1.114  0.08
H -2.127 2.570 0.789  0.01
O -0.730 -1.619 4.163  -0.10
H -1.415 -2.171 4.573  0.09
H -1.210 -0.800 3.865  0.03
C 3.748 -2.487 -1.272  -0.07
C 4.904 -2.938 -0.401  -0.25
O 4.800 -2.412 0.929  -0.09
H 3.692 -1.407 -1.428  0.07
H 2.806 -2.727 -0.769  0.06
H 3.746 -3.012 -2.225  0.09
H 5.894 -2.808 -0.837  0.13
H 4.756 -4.012 -0.251  0.12
H 5.025 -3.148 1.504  0.10
C -2.005 2.018 -4.159  -0.06
C -2.047 1.860 -2.669  -0.27
O -3.397 1.487 -2.298  -0.15
H -2.668 2.763 -4.609  0.09
H -2.255 1.080 -4.656  0.09
H -1.052 2.348 -4.577  0.09
H -1.673 2.742 -2.142  0.12
H -1.334 1.110 -2.321  0.09
H -3.926 2.277 -2.482  0.13
C 1.193 1.759 4.111  -0.08
C 2.582 1.989 3.534  -0.28
O 2.502 1.635 2.171  -0.09
H 1.231 1.815 5.202  0.09
H 0.756 0.784 3.864  0.04
H 0.456 2.483 3.762  0.07
H 3.370 1.447 4.054  0.12
H 2.810 3.052 3.656  0.13
H 2.054 2.325 1.685  0.08
C 2.597 3.468 -3.251  -0.06
C 1.743 2.457 -2.488  -0.31
O 2.705 1.581 -1.882  -0.09
H 3.261 4.001 -2.572  0.08
H 2.048 4.254 -3.771  0.08
H 3.203 2.928 -3.978  0.09
H 1.051 1.865 -3.090  0.08
H 1.240 3.012 -1.686  0.09
H 2.193 1.018 -1.290  0.03
C 0.775 -0.626 -5.182  -0.05
C 1.187 -0.975 -3.761  -0.31
O 0.788 -2.291 -3.352  -0.08
H 1.058 0.420 -5.328  0.07
H -0.308 -0.639 -5.313  0.07
H 1.233 -1.265 -5.932  0.09
H 0.785 -0.255 -3.034  0.07
H 2.258 -0.908 -3.550  0.11
H 0.528 -2.199 -2.429  0.02

Values from the calculation:
HOMO in eV: -14.44
Relative energy (zero: lowest compared OMol25 entry of this formula, charge and spin) in kcal per mole: 0.0
Net charge: +2

=====

Please write out number 1 again, unchanged.
The molecule C7H7NO4 at a distorted geometry, computed with the ωB97M-V functional and the def2-TZVPD basis.

Last column: natural (NBO) charge in e.
Element x y z (Å)
C -0.678 1.567 -0.962  0.56
C 0.009 0.455 -0.339  -0.03
C -0.731 -0.646 -0.169  -0.27
C -0.187 -1.783 0.428  0.33
C 1.118 -1.716 0.831  -0.32
C 1.911 -0.605 0.643  0.31
C 1.376 0.533 0.049  -0.28
H -2.133 3.322 -1.741  0.50
H -2.745 0.615 -0.773  0.42
H -1.850 -0.628 -0.361  0.19
H -0.618 -3.585 1.468  0.50
H 1.548 -2.579 1.492  0.22
H 3.558 0.364 1.230  0.49
H 1.949 1.455 -0.006  0.24
N -2.005 1.545 -1.084  -0.30
O -2.761 2.662 -1.380  -0.54
O 0.037 2.548 -1.269  -0.65
O -0.948 -2.941 0.657  -0.70
O 3.148 -0.584 1.284  -0.68

Values from the calculation:
HOMO in eV: -8.95
Relative energy (zero: lowest compared OMol25 entry of this formula, charge and spin) in kcal per mole: 48.3
Net charge: 0
Structure (SMILES): O=C(NO)c1cc(O)cc(O)c1

=====

Q: What is the relative energy (zero: lowest compared OMol25 entry of this formula, charge and spin) in the first record?
A: 48.3 kcal per mole

=====

Q: The lowest net charge belongs to which entry?
A: C7H7NO4

=====

Q: Which of these has the lowest net charge?
A: C7H7NO4